(1)
This record from OMol25 describes C42H40AsCl3GeN3OS4SiW as an isolated structure at a distorted geometry. The level of theory is ωB97M-V/def2-TZVPD.

Structure (XYZ):
```
97
Properties=species:S:1:pos:R:3:forces:R:3
C 0.083258 0.811242 -5.465582 0.0 0.0 -0.1
H -1.745283 3.632762 2.935898 0.0 0.0 0.0
H 1.101901 4.991094 0.061887 0.0 0.0 0.0
C -1.373424 1.187589 -5.498427 0.0 0.0 0.0
C -0.806798 -1.392562 6.004206 0.0 0.0 0.0
H -1.391232 -1.529617 6.904611 0.0 0.0 0.0
C 0.591131 5.099459 1.021212 0.0 0.0 0.0
H -1.589657 6.462987 -1.030241 0.0 0.0 0.0
N -0.035275 -0.617305 -3.021089 0.1 -0.2 0.1
S 0.053745 1.665025 1.272086 -0.1 -0.1 -0.2
H 2.238914 1.269258 4.146377 0.0 0.0 0.0
C 2.968069 -2.954537 0.681702 -0.1 -0.1 0.1
C -0.202331 -2.477473 5.393246 0.0 0.0 0.0
C 3.385797 -3.017200 3.073374 0.1 0.0 -0.1
H -1.776267 7.234539 0.542618 0.0 0.0 0.0
H -0.989408 -7.193763 -1.243596 0.0 0.0 0.0
C 2.758714 -2.460482 1.965245 0.0 0.1 0.1
C -3.707146 0.593055 -5.314972 0.0 0.0 0.0
H 0.128185 1.038563 3.861833 0.0 0.0 0.0
H 3.255141 -2.584963 4.056646 0.0 0.0 0.0
As 1.683428 -0.869364 2.001046 -0.4 0.1 0.6
H 0.408763 -3.579579 -4.013828 0.0 0.0 0.0
C 0.702478 -1.036764 3.679078 0.1 0.0 0.0
H -1.167768 0.721142 5.896524 0.0 0.0 0.0
H 0.218279 -0.268206 -5.431978 0.0 0.0 0.0
C -0.471248 -3.614113 0.122957 0.0 0.0 0.0
C -1.040985 2.089128 0.005677 -0.2 0.0 0.0
C -1.751946 2.493226 -5.801108 0.0 0.0 0.0
O -0.262773 -2.441800 0.704846 -0.5 -0.3 0.0
N -1.300445 1.005192 -0.744556 -0.3 -0.4 0.0
C -2.077835 4.572456 2.487491 0.1 0.0 0.0
C -0.437284 -2.733210 -2.256481 -0.1 -0.1 0.0
H -2.079720 -0.770395 -5.008554 0.0 0.0 0.0
H 0.983704 -3.167113 3.759950 0.0 0.0 0.0
C -2.712636 2.278873 -2.140191 0.0 -0.1 0.0
H 3.892193 3.065917 4.324924 0.0 0.0 0.0
H -3.368593 3.862796 -6.113297 0.0 0.0 0.0
C -0.679046 -0.130525 5.441476 0.0 0.0 0.0
H -1.336678 -3.821994 -3.865325 0.0 0.0 0.0
S 1.007517 1.544032 -4.088634 0.0 0.0 0.0
S 2.344475 -2.063622 -0.676799 -0.2 0.2 -0.1
C 4.845269 2.600946 2.459214 0.0 0.0 0.0
C -0.771873 -5.973784 0.519798 0.0 0.0 0.0
H -1.842929 5.384308 3.180038 0.0 0.0 0.0
C -0.530271 -3.111936 -3.707544 0.0 0.0 0.0
H -0.687774 -2.239063 -4.323819 0.0 0.0 0.0
C -2.364381 0.244181 -5.253197 0.0 0.0 0.0
Cl -2.645379 -2.250739 2.994311 0.1 0.1 0.1
S 1.504227 0.830931 -1.314078 -0.3 -0.1 -0.2
H 5.577420 3.393804 2.542868 0.0 0.0 0.0
C -4.074333 1.894173 -5.626187 0.0 0.0 0.0
C -0.754553 -5.128950 -1.718003 0.0 0.0 0.0
Cl -3.157802 -1.644754 -0.266536 -0.4 0.0 0.2
C -0.571953 -3.806004 -1.267884 0.1 0.1 0.0
C 3.917562 0.743210 1.246040 0.0 -0.1 -0.2
C 4.352070 -4.678370 1.640667 0.0 0.0 0.0
H 1.041200 4.388426 1.715817 0.0 0.0 0.0
C -3.090845 2.845551 -5.867882 0.0 0.0 0.0
N -0.189527 -1.498766 -1.927761 -0.5 0.2 -0.1
C 0.729315 0.389077 -2.797765 0.1 0.2 -0.1
C -0.585313 -4.700538 0.998668 0.0 0.0 0.0
H -0.806242 -5.334994 -2.774943 0.0 0.0 0.0
H -3.364432 2.330404 -3.000208 0.0 0.0 0.0
H -2.304610 0.173905 -2.356000 0.0 0.0 0.1
W -0.037106 -0.600125 0.038341 3.2 0.6 0.0
C 0.540198 -2.303317 4.233598 0.0 0.0 0.0
C 2.956940 0.571236 2.238049 0.0 0.0 0.1
C -2.128957 1.083775 -1.803385 -0.1 0.0 0.1
H -3.162652 4.518389 2.378146 0.0 0.0 0.0
C -2.440286 3.399281 -1.356791 0.0 0.1 -0.1
C 3.753937 -4.102456 0.534939 0.0 0.0 0.0
H -2.904949 4.341348 -1.622767 0.0 0.0 0.0
H -3.086762 6.255066 -0.107892 0.0 0.0 0.0
C -0.851899 -6.194273 -0.854666 0.0 0.0 0.0
H -0.853886 -6.803294 1.210329 0.0 0.0 0.0
H 0.593694 1.189437 -6.352546 0.0 0.0 0.0
H -0.522760 -4.489159 2.057978 0.0 0.0 0.0
Ge -2.140310 -0.717933 1.553078 -0.8 -0.4 -0.7
H 0.782049 6.108819 1.393880 0.0 0.0 0.0
Cl -3.532335 0.889472 2.026708 0.2 0.0 0.1
H -0.989034 3.240887 -5.987528 0.0 0.0 0.0
H 5.596580 1.885998 0.578346 0.0 0.0 0.0
C 2.955855 1.406171 3.349328 0.0 0.0 0.1
H -5.120531 2.166121 -5.681558 0.0 0.0 0.0
Si -1.252363 4.843009 0.833045 0.0 0.0 0.0
H -4.466021 -0.154577 -5.121939 0.0 0.0 0.0
H 3.909805 -4.518121 -0.452331 0.0 0.0 0.0
H 4.966611 -5.560736 1.510937 0.0 0.0 0.0
H 4.683187 -4.577093 3.765295 0.0 0.0 0.0
C 4.856237 1.756582 1.356897 0.0 0.0 0.0
H -0.319537 -3.470805 5.806960 0.0 0.0 0.0
C 4.189526 -4.134520 2.910714 0.0 0.0 0.0
H 3.929880 0.087265 0.381083 0.0 0.0 0.0
C 3.898699 2.419829 3.456380 0.0 0.0 0.0
C -1.597078 3.341544 -0.258839 0.0 0.1 0.0
C 0.066813 0.047786 4.286909 0.0 0.0 0.0
C -2.000302 6.329647 -0.026551 0.0 0.0 0.0
```
Forces are in eV/Å.

Results
* orbital gap (spin up / spin down): 6.723 / 6.682 eV
* HOMO (spin up / spin down): -7.44 / -7.45 eV
* maximum force: 3.25 eV/Å
* ΔE to the lowest compared entry with this formula, charge and spin: 0.0 kJ/mol
* multiplicity: 2
* LUMO energy (spin up / spin down): -0.716 / -0.766 eV
* ⟨S²⟩: 0.762

---

(2)
This record from OMol25 describes C42H40F5N3O2S3SeTc as an isolated structure at a distorted geometry. The level of theory is ωB97M-V/def2-TZVPD.

Structure (XYZ):
```
97
Properties=species:S:1:pos:R:3:forces:R:3
H 0.161574 -2.074308 2.529944 0.0 0.0 0.0
O 1.105218 0.117782 1.896067 0.2 -0.3 0.6
C -1.202274 2.754997 -0.768647 0.1 0.3 -0.1
H -1.497472 -0.362649 3.418661 0.1 0.0 0.0
Tc -0.134225 0.418757 0.122296 0.2 1.2 -1.9
H -3.461812 6.227524 -1.113882 0.0 0.0 0.0
H -5.145609 -1.084803 -1.358647 0.0 0.0 0.0
C 0.508189 -2.289719 -1.543026 -0.6 -0.6 0.5
H -1.337045 1.724184 2.225141 0.0 0.0 0.0
C 2.086150 -1.746928 -3.310694 -0.1 0.1 0.1
H 0.561411 2.272668 0.457924 0.3 -0.1 0.0
C -0.546053 5.398016 0.037733 -0.1 0.1 -0.1
F 4.951825 -3.451830 4.729520 0.1 0.0 0.1
C 0.203568 4.332003 0.513967 0.1 -0.1 0.1
S -0.345134 -1.887834 -0.078305 0.0 -0.1 -0.1
C -2.532733 0.971448 -1.924280 0.0 0.0 0.2
C 1.659725 -1.466007 3.932907 0.0 0.0 0.1
H 2.446950 -3.018438 6.825253 0.0 0.0 -0.1
H 1.416114 4.366084 6.239282 0.0 -0.1 0.0
H 1.171240 4.104758 2.431733 0.0 0.0 0.0
C 0.605843 2.476011 5.612049 0.0 0.1 0.0
H -0.292266 2.575189 6.209606 0.0 0.0 0.0
H -2.415822 -1.603531 1.430663 0.0 0.0 0.0
H 3.484700 4.135969 4.905712 0.0 0.0 0.0
H 0.056923 0.552720 4.819703 0.0 0.0 0.0
F 5.043073 -1.378138 3.075966 0.2 0.2 0.0
H 2.272133 4.063068 1.055523 0.0 0.0 0.0
H -2.938521 0.667279 3.407990 0.0 0.1 0.0
S 2.205572 -0.099731 2.911370 -0.8 0.3 -0.1
C -2.275874 0.066612 2.784829 0.0 0.0 0.0
C 1.370633 4.541539 1.448787 -0.1 -0.1 -0.1
F 2.642418 -3.882237 -0.136120 -0.1 0.0 -0.3
H -3.874202 -0.603669 1.510379 0.0 0.0 0.0
O -1.676435 0.930543 1.795223 0.1 -0.3 0.0
C 0.795285 1.346422 4.834801 0.0 0.0 0.0
C -1.930992 3.868501 -1.221510 0.0 0.0 0.0
C 0.631977 -2.275100 3.484413 0.0 -0.1 0.0
C 3.159501 -4.807019 1.910743 0.0 0.0 0.0
H -4.323268 -0.829177 -4.992855 0.1 0.0 0.0
C 1.572942 3.481550 5.633394 0.0 0.0 0.0
C 1.955904 1.237068 4.074516 0.1 0.1 0.0
H 1.577639 5.602740 1.585858 0.0 0.0 0.0
C 2.731650 3.357646 4.882537 0.0 0.0 0.0
N 2.730794 -1.992538 -4.233273 -0.1 0.0 0.2
C 0.235577 -3.353164 4.272277 0.1 0.0 0.0
F 2.532193 -5.925908 1.570842 -0.1 -0.1 0.0
S 1.508614 0.216068 -1.531807 -0.7 0.2 0.9
C 0.877854 -3.611776 5.474947 0.0 0.0 0.0
C 2.327724 -1.724059 5.126291 0.0 0.1 0.0
H -1.568602 -0.881681 -2.448436 0.0 0.0 0.1
H -3.410944 1.483028 -5.239088 0.0 0.0 0.0
C -3.665557 -1.064617 -2.938948 0.0 0.1 0.0
H -3.472967 -1.697636 2.849047 0.0 0.0 -0.1
H -2.566845 -0.813928 -4.788127 0.0 0.0 0.0
C 1.930396 -2.802996 5.897299 0.0 0.0 0.0
C -0.128751 3.053149 0.100048 -0.1 -0.4 -0.1
H 3.817043 2.125705 3.478422 -0.1 0.0 0.1
H 3.148037 -1.087517 5.448617 -0.1 -0.1 0.0
H -2.353168 6.343616 -2.478480 0.0 0.0 0.0
N 0.075962 -4.673256 -2.464749 0.1 0.3 0.1
C -3.527687 1.046589 -4.244080 0.0 0.0 0.0
H -3.980559 0.870367 -0.341547 0.0 0.0 0.0
F 3.692849 -5.724034 3.995438 0.0 -0.3 0.3
H -2.288926 2.595734 -3.388290 0.0 0.0 0.0
C -5.012898 -0.638169 -2.350804 0.0 0.0 0.0
H -5.994771 1.211894 -1.821531 0.0 0.0 0.0
H -4.875869 2.604227 -3.560896 0.0 0.0 0.0
Se 3.890197 -1.082487 0.179084 0.2 -0.2 -0.1
H -3.989879 2.425890 -1.154126 0.0 0.0 0.0
C 4.399863 -3.547837 3.521379 0.0 0.0 0.0
C -5.039984 0.888177 -2.242072 0.1 0.0 0.0
C 0.295241 -3.618257 -2.056755 0.1 0.0 0.0
C 2.924539 2.231246 4.089250 0.0 -0.1 0.0
C -3.510469 -0.480140 -4.344971 0.0 0.0 0.0
C 3.752937 -4.710108 3.153737 0.0 0.1 -0.1
C 4.439922 -2.484872 2.646768 -0.1 -0.1 -0.2
H -1.412727 1.122136 -3.752413 0.0 0.0 0.0
C -2.360221 1.509830 -3.360886 0.0 0.0 0.0
H -3.608430 -2.154206 -2.983210 0.0 0.0 0.0
N -1.411489 1.408464 -1.051877 0.2 -0.8 0.7
H -2.641423 -0.987036 -1.043756 0.1 0.0 0.0
C 1.306549 -1.401879 -2.149287 0.5 0.2 -0.7
C -2.529559 -0.555023 -2.038979 -0.1 0.0 -0.1
H -0.295556 6.413187 0.332710 0.0 -0.1 0.0
C -2.408778 6.318698 -1.387632 0.1 -0.1 0.0
H -5.687390 1.210536 -4.284044 0.0 0.0 0.0
H -2.763097 3.755023 -1.897618 0.0 0.0 0.0
C 3.857762 -2.540705 1.377374 0.0 0.0 0.1
C -3.904027 1.353603 -1.321615 0.1 0.0 -0.1
H -2.036865 7.271341 -1.009549 0.0 0.0 0.0
C -1.603830 5.165783 -0.837699 0.0 0.0 0.1
H -5.833457 -0.988681 -2.987140 0.0 0.0 0.0
C 3.223232 -3.741190 1.039218 0.1 0.2 0.0
H 0.565774 -4.451419 6.084527 0.0 0.0 0.0
C -4.857488 1.509904 -3.634089 0.0 0.0 0.0
H -0.572127 -3.991694 3.934791 0.0 0.0 0.0
C -3.054365 -1.024130 2.096797 -0.1 0.0 -0.1
```
Forces are in eV/Å.

Results
* orbital gap (spin up / spin down): 6.331 / 4.857 eV
* HOMO (spin up / spin down): -7.08 / -7.08 eV
* maximum force: 2.25 eV/Å
* ΔE to the lowest compared entry with this formula, charge and spin: 109.0 kJ/mol
* multiplicity: 2
* LUMO energy (spin up / spin down): -0.748 / -2.226 eV
* ⟨S²⟩: 0.766

---

(3)
This record from OMol25 describes C42H40F5N3O2S3SeTc as an isolated structure at a distorted geometry. The level of theory is ωB97M-V/def2-TZVPD.

Structure (XYZ):
```
97
Properties=species:S:1:pos:R:3:forces:R:3
C -3.547444 1.486252 5.347802 0.0 0.0 0.0
H 1.885089 1.408862 1.731729 0.0 0.0 0.0
H -1.097065 2.733659 -1.113112 0.0 0.0 0.0
F -2.937635 2.415787 6.082780 0.0 0.0 0.0
C 2.930581 3.077506 -2.528796 -0.1 0.0 0.0
H 3.626832 0.126558 6.181248 0.0 0.0 0.0
N -5.645518 3.751354 -0.292649 0.0 0.0 0.0
H 1.031297 1.874509 0.080529 0.0 0.0 0.0
C 1.207387 1.437723 -3.302388 0.0 0.1 0.0
C 2.221463 3.148433 -1.174756 0.0 0.0 0.0
H 3.114484 -1.404720 0.690892 0.0 0.0 0.0
C 1.180535 4.274552 -1.203382 0.0 -0.1 0.0
C 1.625769 -2.932815 -4.870187 -0.1 0.0 0.0
C 3.810277 -3.429593 0.931309 0.0 0.0 0.0
H 2.402553 -5.747048 2.975459 0.0 0.0 0.0
C 3.250328 0.407067 5.206570 0.0 0.0 0.0
F -5.546152 1.813619 6.545509 0.0 0.0 0.0
H 2.538911 -2.855207 -4.278791 0.0 0.0 0.0
H 4.621333 -3.324204 0.222550 0.0 0.0 0.0
H -1.614750 -4.358627 -0.239386 0.0 0.0 0.0
H 2.387637 2.683319 -4.582923 0.0 0.0 0.0
H 1.992732 0.684710 -3.270675 0.0 0.0 -0.1
H 1.626958 -1.095170 -2.937782 0.0 0.0 0.0
H -1.255687 2.439645 -2.837390 0.0 0.0 0.0
H 2.952787 3.341253 -0.383440 0.0 0.0 0.0
H -2.612194 -0.794688 -2.405829 0.0 0.0 0.1
C 2.403875 -0.449131 4.525569 0.0 0.0 0.0
H -2.665428 -2.432279 0.144716 0.1 -0.1 0.1
C 1.946648 -2.520057 2.107390 0.1 0.0 -0.1
C 0.473070 1.502984 -1.950362 -0.4 0.1 -0.3
S 0.825109 -1.190738 2.444969 -0.3 0.3 -0.5
S -1.143139 1.887291 1.396433 0.3 0.3 -0.2
C 0.437190 -2.385474 -4.122225 0.0 0.0 -0.1
Se -2.550404 -1.183255 2.208213 0.1 0.1 0.2
C -3.442140 -0.171089 3.569940 0.0 0.1 -0.2
O -1.744878 -2.303493 -0.127451 0.2 0.1 -0.7
C -5.483386 0.193205 4.842008 0.0 -0.1 0.0
H 3.427164 4.028832 -2.741351 0.0 0.0 0.0
H 0.807356 -2.542598 -0.616822 0.0 0.0 0.0
C 0.162530 3.997920 -2.315957 0.0 0.0 0.0
C 0.260631 -3.467513 -0.797398 0.0 0.0 0.0
C -1.738349 -1.273297 -2.823808 -0.2 0.1 -0.2
H 4.270816 2.294041 5.179916 0.0 0.0 0.0
H 1.479702 -3.978486 -5.142397 0.0 0.0 0.0
H -3.410068 -3.887523 -3.470263 0.0 0.0 0.0
H -3.561917 -2.979617 -4.968537 0.0 0.0 0.0
C -2.690933 4.059746 1.792154 -0.1 -0.3 -0.2
C 1.522933 1.815621 -0.885373 0.1 -0.1 0.0
C -2.584311 2.806519 1.093732 0.2 0.4 0.4
H 0.016320 -3.513215 -1.856880 0.0 -0.1 0.1
C -4.696780 3.149533 -0.051075 0.2 -0.2 0.1
H -0.586568 4.793437 -2.332903 0.0 0.0 0.0
H 2.248509 0.993746 -0.846183 0.0 0.0 0.0
H 2.112928 -1.396329 4.965105 0.0 0.0 0.0
H 0.912666 -4.306398 -0.543760 0.0 0.0 0.0
C 2.980153 -2.355725 1.192057 0.0 0.0 0.1
N -2.752504 5.069903 2.337947 0.0 0.0 0.0
C 0.871254 3.915403 -3.666886 0.0 0.0 0.0
O 0.593654 -0.574148 1.041123 0.1 -0.2 0.6
C -4.769691 -0.464182 3.855389 -0.2 0.1 0.0
H 3.700034 2.298673 -2.514740 0.0 0.0 0.0
C -0.846596 -2.869423 -4.366556 0.1 0.0 0.0
C 2.565634 -4.796451 2.484949 0.0 0.0 0.0
H 0.514875 1.170698 -4.104768 0.0 0.0 0.0
C 1.891300 2.778443 -3.613535 0.0 0.0 0.0
C 1.935817 -0.071288 3.271759 0.1 0.0 0.0
C 3.611911 1.626029 4.641197 0.0 0.0 0.0
C -3.324904 -2.890005 -3.907414 0.0 0.0 -0.1
H 1.374252 4.859191 -3.897646 0.0 0.0 0.0
C -1.939640 -2.337960 -3.697442 0.0 0.1 0.1
C -2.856064 0.812080 4.356866 0.1 0.0 0.1
H 0.140417 3.728688 -4.459604 0.0 0.0 0.0
C -0.982637 -3.516762 0.047250 -0.1 0.0 0.2
C -4.871788 1.178705 5.590049 0.0 0.0 0.1
C 2.275898 1.138483 2.699659 0.1 0.0 0.1
H -0.746073 -3.621994 1.109680 0.0 0.0 0.0
H 1.675843 5.234288 -1.379587 0.0 0.0 0.0
C 3.124834 1.990766 3.397287 0.0 0.0 0.0
C -0.537064 2.666526 -2.043003 0.0 0.0 0.0
C 1.721517 -3.723286 2.754368 0.1 0.0 0.0
H 3.399070 2.942849 2.961862 0.0 0.0 0.0
F -6.758811 -0.119818 5.075804 0.0 0.0 0.0
F -5.425593 -1.406984 3.172824 0.0 0.0 -0.1
N -0.315551 0.277140 -1.592512 0.3 -0.4 -0.3
Tc -1.290263 0.009330 0.119316 -0.5 -0.5 1.4
F -1.561341 1.126450 4.227820 0.1 -0.1 0.0
H 0.669064 4.340653 -0.237527 0.0 0.0 0.0
H -4.079783 -2.255511 -3.443477 0.0 0.0 0.0
H 1.785144 -2.372855 -5.794518 0.0 0.0 0.0
H 4.253874 -5.484487 1.365681 0.0 0.0 0.0
S -3.325870 0.902813 -0.671707 0.0 0.1 -0.2
C -3.516646 2.369862 0.227658 -0.5 0.0 -0.2
C -0.468756 -0.773330 -2.540362 0.2 0.3 0.0
C 0.615674 -1.373748 -3.191998 0.0 -0.2 0.1
C 3.602271 -4.646730 1.578279 0.0 0.0 0.0
H -0.991821 -3.664664 -5.091480 0.0 0.0 0.0
H 0.899253 -3.822743 3.453648 0.0 0.0 0.0
```
Forces are in eV/Å.

Results
* orbital gap (spin up / spin down): 6.875 / 6.244 eV
* HOMO (spin up / spin down): -7.30 / -7.73 eV
* maximum force: 1.56 eV/Å
* ΔE to the lowest compared entry with this formula, charge and spin: 58.4 kJ/mol
* multiplicity: 4
* LUMO energy (spin up / spin down): -0.427 / -1.491 eV
* ⟨S²⟩: 3.784

---

Question: Which of these has the lowest ΔE to the lowest compared entry with this formula, charge and spin?
Answer: C42H40AsCl3GeN3OS4SiW

---

Question: Among the records above, which one has the highest ΔE to the lowest compared entry with this formula, charge and spin?
Answer: number 2

---

Question: Look up the ΔE to the lowest compared entry with this formula, charge and spin of the second one.
Answer: 109.0 kJ/mol